#1
ORCA calculation (the ωB97M-V functional and the def2-TZVPD basis) on C18H19BrN2O2 in the gas phase.

Calculated values
- HOMO energy (eV) = -8.43
- LUMO energy (Eh) = 0.01142
- total charge = 0
- structure (SMILES) = CCCCC(=O)Nc1cccc(NC(=O)c2cccc(Br)c2)c1

```
42
Properties=species:S:1:pos:R:3:lowdin_charge:R:1
C 4.10 -8.22 2.35 -0.114
C 3.71 -6.88 1.74 -0.270
C 3.27 -7.03 0.29 -0.220
C 2.87 -5.69 -0.32 -0.117
C 1.54 -5.19 0.24 -0.462
O 0.70 -5.92 0.71 0.079
N 1.41 -3.83 0.13 0.129
C 0.33 -3.02 0.50 -0.207
C -0.83 -3.51 1.08 -0.016
C -1.85 -2.64 1.41 -0.073
C -1.72 -1.28 1.17 -0.039
C -0.56 -0.78 0.59 -0.215
N -0.48 0.59 0.35 0.138
C 0.57 1.32 -0.13 -0.417
O 1.66 0.87 -0.41 0.082
C 0.27 2.78 -0.26 -0.132
C 1.31 3.68 -0.04 -0.012
C 1.10 5.04 -0.18 -0.061
C -0.14 5.52 -0.55 -0.122
C -1.16 4.62 -0.79 -0.666
Br -2.88 5.27 -1.32 0.729
C -0.98 3.26 -0.65 -0.083
C 0.46 -1.66 0.25 0.047
H 4.93 -8.67 1.79 0.070
H 4.42 -8.10 3.38 0.067
H 3.26 -8.91 2.32 0.073
H 4.55 -6.19 1.80 0.109
H 2.89 -6.45 2.32 0.108
H 4.08 -7.47 -0.30 0.114
H 2.41 -7.70 0.24 0.114
H 3.65 -4.95 -0.16 0.115
H 2.73 -5.80 -1.40 0.125
H 2.18 -3.33 -0.29 0.143
H -0.93 -4.57 1.27 0.097
H -2.75 -3.02 1.87 0.107
H -2.53 -0.61 1.44 0.107
H -1.31 1.11 0.63 0.134
H 2.28 3.29 0.23 0.120
H 1.91 5.73 0.00 0.109
H -0.31 6.58 -0.66 0.102
H -1.79 2.58 -0.88 0.107
H 1.36 -1.27 -0.20 0.102
```

=====

#2
ORCA calculation (the ωB97M-V functional and the def2-TZVPD basis) on C18H19BrN2O2 in the gas phase.

Calculated values
- HOMO energy (eV) = -8.97
- LUMO energy (Eh) = 0.00823
- total charge = 0
- structure (SMILES) = CC(C)CN1C(=O)CO[C@@H]1c1cnccc1-c1ccc(Br)cc1

```
42
Properties=species:S:1:pos:R:3:lowdin_charge:R:1
C -2.58 -2.29 3.18 -0.084
C -1.26 -1.55 2.95 -0.380
C -1.47 -0.11 3.43 -0.082
C -0.83 -1.59 1.40 -0.097
N 0.52 -1.08 1.30 -0.014
C 1.70 -1.69 1.89 -0.331
O 1.63 -2.63 2.65 0.074
C 2.99 -1.30 1.09 -0.008
O 2.42 -0.26 0.23 -0.099
C 0.99 -0.37 0.06 -0.206
C 0.35 1.05 -0.01 -0.062
C 0.26 1.74 1.19 -0.147
N -0.15 2.95 1.20 0.062
C -0.55 3.66 0.08 -0.054
C -0.46 2.98 -1.19 0.022
C 0.01 1.64 -1.23 -0.129
C 0.21 0.99 -2.51 -0.215
C 1.46 0.62 -2.93 -0.021
C 1.65 0.25 -4.24 -0.124
C 0.60 0.03 -5.12 -0.686
Br 0.90 -0.53 -6.86 0.769
C -0.68 0.55 -4.71 -0.098
C -0.82 1.01 -3.44 -0.047
H -3.40 -1.90 2.64 0.066
H -2.83 -2.38 4.25 0.086
H -2.41 -3.34 2.91 0.078
H -0.47 -1.96 3.56 0.114
H -0.63 0.58 3.64 0.077
H -1.98 -0.13 4.34 0.054
H -2.02 0.31 2.56 0.087
H -1.51 -1.19 0.66 0.128
H -0.62 -2.65 1.15 0.131
H 3.73 -0.84 1.69 0.116
H 3.38 -2.04 0.44 0.116
H 0.78 -0.92 -0.83 0.137
H 0.87 1.48 2.02 0.119
H -0.72 4.70 0.11 0.085
H -0.73 3.50 -2.08 0.101
H 2.41 0.84 -2.36 0.153
H 2.63 0.19 -4.60 0.087
H -1.49 0.49 -5.35 0.080
H -1.88 1.21 -3.18 0.141
```

=====

Here are the energies relative to the best structure, in kcal/mol: #1 0.0; #2 87.5.